No. 1
{
  "formula": "C47H66BrNO17",
  "method": "ωB97M-V/def2-TZVPD",
  "smiles": "CCOCCN1C(=O)c2c(CCCBr)c(CCc3ccccc3)c(C[C@@H](C)OCc3ccccc3)c(CCO)c2C1=O.COC(=O)OC.COC(=O)OC.COC(=O)OC.COC(=O)OC",
  "symbols": ["C", "C", "O", "C", "C", "N", "C", "O", "C", "C", "C", "C", "C", "Br", "C", "C", "C", "C", "C", "C", "C", "C", "C", "C", "C", "C", "C", "O", "C", "C", "C", "C", "C", "C", "C", "C", "C", "C", "O", "C", "C", "O", "H", "H", "H", "H", "H", "H", "H", "H", "H", "H", "H", "H", "H", "H", "H", "H", "H", "H", "H", "H", "H", "H", "H", "H", "H", "H", "H", "H", "H", "H", "H", "H", "H", "H", "H", "H", "H", "H", "H", "H", "H", "H", "C", "O", "C", "O", "O", "C", "H", "H", "H", "H", "H", "H", "C", "O", "C", "O", "O", "C", "H", "H", "H", "H", "H", "H", "C", "O", "C", "O", "O", "C", "H", "H", "H", "H", "H", "H", "C", "O", "C", "O", "O", "C", "H", "H", "H", "H", "H", "H"],
  "positions_angstrom": [[1.472, 4.044, 0.475], [2.093, 3.812, 1.868], [1.114, 3.900, 2.891], [1.315, 2.969, 3.928], [0.148, 2.961, 4.901], [-0.998, 2.108, 4.505], [-1.223, 1.908, 3.109], [-1.757, 2.710, 2.373], [-0.724, 0.509, 2.835], [-0.386, -0.103, 1.658], [-0.469, 0.716, 0.379], [-1.907, 1.130, -0.061], [-3.044, 0.291, 0.513], [-4.736, 1.198, 0.042], [0.051, -1.415, 1.692], [0.502, -2.079, 0.392], [-0.502, -2.071, -0.794], [0.124, -1.624, -2.100], [-0.595, -0.893, -3.011], [-0.039, -0.508, -4.198], [1.250, -0.823, -4.528], [1.981, -1.547, -3.622], [1.411, -1.947, -2.446], [0.120, -2.095, 2.911], [0.586, -3.544, 2.923], [-0.511, -4.514, 2.384], [-0.463, -5.852, 3.135], [-1.813, -3.994, 2.568], [-2.539, -3.700, 1.394], [-4.017, -3.943, 1.584], [-4.754, -3.224, 2.488], [-6.093, -3.467, 2.590], [-6.718, -4.415, 1.826], [-5.986, -5.128, 0.912], [-4.645, -4.887, 0.806], [-0.220, -1.483, 4.107], [-0.125, -2.193, 5.442], [-1.406, -2.150, 6.295], [-2.556, -1.788, 5.536], [-0.623, -0.176, 4.030], [-1.021, 0.816, 5.108], [-1.308, 0.673, 6.278], [0.398, 4.195, 0.577], [1.942, 4.880, -0.040], [1.660, 3.151, -0.124], [2.576, 2.830, 1.890], [2.855, 4.583, 2.038], [1.515, 1.952, 3.561], [2.213, 3.268, 4.495], [0.517, 2.546, 5.841], [-0.217, 3.968, 5.105], [0.067, 1.644, 0.596], [0.087, 0.256, -0.434], [-1.955, 1.032, -1.150], [-2.091, 2.177, 0.157], [-3.142, -0.697, 0.073], [-3.054, 0.228, 1.597], [1.389, -1.524, 0.067], [0.831, -3.103, 0.528], [-0.857, -3.088, -0.972], [-1.375, -1.453, -0.616], [-1.615, -0.619, -2.765], [-0.637, 0.068, -4.896], [1.704, -0.539, -5.468], [3.007, -1.807, -3.852], [2.017, -2.543, -1.771], [1.437, -3.589, 2.237], [0.962, -3.885, 3.882], [-0.257, -4.750, 1.345], [0.566, -6.218, 3.204], [-0.907, -5.761, 4.125], [-0.996, -6.579, 2.519], [-2.435, -2.624, 1.205], [-2.229, -4.280, 0.522], [-4.299, -2.461, 3.110], [-6.686, -2.895, 3.293], [-7.774, -4.628, 1.925], [-6.448, -5.878, 0.283], [-4.038, -5.417, 0.078], [0.716, -1.756, 5.987], [0.126, -3.239, 5.294], [-1.605, -3.114, 6.777], [-1.253, -1.449, 7.115], [-3.138, -1.314, 6.136], [0.632, -7.308, 7.926], [0.883, -5.918, 7.709], [1.696, -5.362, 8.607], [2.208, -5.921, 9.540], [1.843, -4.076, 8.288], [2.696, -3.344, 9.169], [-0.037, -7.636, 7.135], [1.557, -7.880, 7.869], [0.147, -7.465, 8.888], [3.703, -3.756, 9.161], [2.294, -3.343, 10.181], [2.728, -2.322, 8.801], [2.015, 8.094, 0.243], [1.994, 7.604, -1.099], [1.617, 8.507, -2.006], [1.311, 9.647, -1.781], [1.640, 7.923, -3.204], [1.256, 8.780, -4.281], [2.333, 7.272, 0.879], [2.725, 8.913, 0.346], [1.022, 8.412, 0.553], [1.937, 9.625, -4.363], [0.233, 9.129, -4.154], [1.316, 8.194, -5.195], [0.779, -1.293, -11.371], [1.013, -1.207, -9.965], [0.270, -2.040, -9.236], [-0.542, -2.818, -9.661], [0.585, -1.858, -7.953], [-0.139, -2.691, -7.044], [1.439, -0.572, -11.846], [1.016, -2.289, -11.741], [-0.253, -1.037, -11.606], [0.061, -3.743, -7.240], [-1.208, -2.491, -7.105], [0.205, -2.448, -6.046], [3.437, 5.843, -6.503], [3.417, 5.343, -7.841], [3.040, 6.241, -8.750], [2.731, 7.383, -8.528], [3.063, 5.656, -9.947], [2.678, 6.510, -11.024], [3.756, 5.029, -5.859], [4.148, 6.663, -6.409], [2.443, 6.164, -6.198], [3.357, 7.358, -11.105], [1.654, 6.856, -10.893], [2.739, 5.919, -11.934]]
}

No. 2
{
  "formula": "C3H6ClN3",
  "method": "ωB97M-V/def2-TZVPD",
  "smiles": "NN/C=N\\C=C\\Cl",
  "e_above_lowest_kj_mol": 176.09,
  "symbols": ["N", "N", "C", "N", "C", "C", "Cl", "H", "H", "H", "H", "H", "H"],
  "positions_angstrom": [[0.896, 1.540, -0.037], [1.783, 0.466, 0.030], [1.353, -0.825, -0.016], [0.140, -1.245, 0.131], [-0.973, -0.537, 0.460], [-2.038, -0.555, -0.332], [-3.460, 0.330, 0.057], [0.242, 1.464, -0.848], [0.329, 1.396, 0.854], [2.699, 0.704, -0.286], [2.151, -1.578, -0.144], [-1.025, 0.011, 1.366], [-2.097, -1.170, -1.236]]
}

No. 3
{
  "formula": "C28H25BiN3O8SSe2",
  "method": "ωB97M-V/def2-TZVPD",
  "e_above_lowest_kj_mol": 0.00,
  "charge": -1,
  "symbols": ["Bi", "Se", "Se", "C", "C", "C", "C", "C", "N", "C", "C", "C", "C", "C", "N", "H", "H", "H", "H", "H", "H", "H", "H", "C", "C", "C", "C", "C", "C", "C", "S", "O", "O", "N", "C", "C", "O", "O", "H", "H", "H", "H", "H", "H", "H", "H", "H", "C", "C", "O", "O", "H", "H", "H", "O", "C", "O", "C", "C", "C", "C", "C", "C", "H", "H", "H", "H", "H"],
  "positions_angstrom": [[0.676, -1.179, 0.583], [2.766, 0.266, -1.525], [5.018, 0.215, -0.943], [5.026, -1.243, 0.328], [6.265, -1.843, 0.542], [6.337, -2.908, 1.416], [5.179, -3.340, 2.041], [4.000, -2.666, 1.774], [3.918, -1.623, 0.939], [2.263, 1.791, -0.458], [2.143, 3.037, -1.054], [1.659, 4.079, -0.283], [1.310, 3.832, 1.033], [1.472, 2.549, 1.533], [1.950, 1.543, 0.805], [7.144, -1.484, 0.022], [7.284, -3.403, 1.596], [5.181, -4.185, 2.715], [3.074, -2.956, 2.253], [2.402, 3.171, -2.095], [1.532, 5.064, -0.713], [0.900, 4.611, 1.661], [1.193, 2.301, 2.550], [-3.939, 3.462, 0.041], [-3.669, 2.026, 0.391], [-3.147, 1.680, 1.626], [-2.795, 0.365, 1.914], [-2.969, -0.600, 0.941], [-3.514, -0.280, -0.302], [-3.868, 1.026, -0.562], [-2.518, -2.271, 1.256], [-3.537, -3.137, 0.706], [-2.254, -2.395, 2.672], [-1.193, -2.395, 0.348], [-0.875, -3.789, -0.020], [0.443, -3.882, -0.777], [0.683, -4.853, -1.460], [1.287, -2.893, -0.596], [-3.089, 3.861, -0.519], [-4.073, 4.072, 0.935], [-4.828, 3.563, -0.584], [-2.987, 2.450, 2.372], [-2.356, 0.090, 2.862], [-3.644, -1.056, -1.044], [-4.264, 1.290, -1.537], [-1.658, -4.209, -0.647], [-0.768, -4.431, 0.861], [0.345, -1.939, 4.835], [0.464, -1.567, 3.384], [0.972, -2.425, 2.586], [0.045, -0.460, 2.987], [1.108, -2.662, 5.115], [-0.638, -2.395, 4.968], [0.404, -1.049, 5.458], [-0.668, 2.160, -0.861], [-0.623, 1.182, -1.604], [-0.080, 0.051, -1.339], [-1.219, 1.291, -2.993], [-1.945, 2.427, -3.334], [-2.502, 2.552, -4.598], [-2.327, 1.540, -5.535], [-1.600, 0.406, -5.200], [-1.052, 0.279, -3.930], [-2.057, 3.203, -2.587], [-3.071, 3.437, -4.855], [-2.760, 1.635, -6.524], [-1.465, -0.386, -5.926], [-0.496, -0.605, -3.645]]
}

HOMO-LUMO gap values (in Ha) by entry order: 0.337; 0.331; 0.299.
Max |F| values (in eV/Å) by entry order: 1.73; 2.75; 0.44.